# 1
This record from OMol25 describes an isolated molecule of C6H9N. The level of theory is ωB97M-V with the def2-TZVPD basis set.

Maximum force (eV Å⁻¹): 2.76
Lowest unoccupied orbital energy (Eh): 0.031
HOMO energy (eV): -9.326
Energy above the lowest of the compared OMol25 structures with the same formula, charge and spin (kJ/mol): 144.8
DFT total energy (a.u.): -288.726875

Each line ends with the Mulliken charge.
Atoms and positions in Å:
C 1.30 -2.25 0.13  -1.1078
C 0.51 -0.98 0.25  0.5261
N 0.64 -0.03 -0.65  -0.6553
C -0.40 0.92 -0.35  0.7210
C -0.39 2.31 -0.98  -1.0827
C -1.02 0.52 0.92  -0.7361
C -0.49 -0.69 1.24  -0.4616
H 2.28 -2.03 -0.29  0.3250
H 1.43 -2.76 1.09  0.3200
H 0.82 -2.97 -0.55  0.2390
H -1.11 0.16 -0.92  0.1787
H 0.05 2.27 -1.98  0.3116
H -1.41 2.70 -1.07  0.3212
H 0.19 3.02 -0.39  0.2906
H -1.68 1.15 1.50  0.4167
H -0.76 -1.33 2.07  0.3935

=====

# 2
This record from OMol25 describes an isolated molecule of C6H9N. The level of theory is ωB97M-V with the def2-TZVPD basis set.

Maximum force (eV Å⁻¹): 0.55
Lowest unoccupied orbital energy (Eh): 0.033
HOMO energy (eV): -6.756
Energy above the lowest of the compared OMol25 structures with the same formula, charge and spin (kJ/mol): 444.7
DFT total energy (a.u.): -288.612660

Each line ends with the Mulliken charge.
Atoms and positions in Å:
C 3.35 0.41 0.23  -1.3443
C 1.97 -0.02 -0.01  1.1422
C 0.83 -0.36 -0.22  -0.4397
C -0.49 -0.86 -0.56  -0.8867
N -1.64 -0.09 0.00  0.0654
C -2.86 -0.47 -0.42  -0.5624
C -1.47 0.93 0.84  -0.6306
H 3.77 0.88 -0.66  0.2908
H 3.99 -0.43 0.50  0.3043
H 3.39 1.14 1.05  0.3040
H -0.63 -0.80 -1.65  0.3170
H -0.60 -1.91 -0.28  0.3746
H -3.70 -0.20 0.20  0.3151
H -2.98 -0.83 -1.43  0.1906
H -2.26 1.67 0.84  0.3248
H -0.68 0.93 1.57  0.2349

=====

# 3
This record from OMol25 describes a structure of composition C6H9N. The level of theory is ωB97M-V with the def2-TZVPD basis set.

Maximum force (eV Å⁻¹): 0.56
Lowest unoccupied orbital energy (spin up / spin down) (Eh): 0.032 / 0.032
HOMO energy (spin up / spin down) (eV): -6.476 / -6.474
Energy above the lowest of the compared OMol25 structures with the same formula, charge and spin (kJ/mol): 689.1
DFT total energy (a.u.): -288.519575

Each line ends with the Mulliken charge.
Atoms and positions in Å:
C 1.84 -0.54 -0.07  -0.3430
N 0.58 -0.31 -0.04  -0.0881
C -0.48 -0.05 1.01  0.0879
C -0.62 1.17 0.12  -1.1559
C -0.49 0.15 -0.99  0.0833
C -1.55 -0.96 -0.76  -0.5879
C -1.54 -1.09 0.57  -0.5893
H 2.37 -0.71 0.86  0.2934
H 2.36 -0.53 -1.02  0.2903
H 2.13 1.92 0.20  0.1625
H -0.14 -0.02 2.04  0.4462
H 1.35 1.97 0.20  -0.2501
H -1.46 1.87 0.19  0.3689
H -0.16 0.39 -2.01  0.4467
H -2.11 -1.50 -1.51  0.4174
H -2.09 -1.77 1.20  0.4178